# 1
C15H8AsF9N3O4S6Sm | ωB97M-V/def2-TZVPD

Each line ends with the Löwdin charge.
Positions of all 47 atoms, in Å:
1 Sm -0.959 0.186 0.333  1.32
2 C 2.730 -0.027 3.482  -0.13
3 C 1.303 0.208 3.073  -0.71
4 N 1.090 0.539 1.715  -0.16
5 C 2.074 0.758 0.813  -0.17
6 C 3.464 0.396 1.200  -0.15
7 C 3.710 -0.074 2.528  -0.07
8 C 4.490 0.324 0.203  -0.05
9 C 4.256 0.836 -1.048  -0.09
10 C 2.996 1.428 -1.378  -0.15
11 C 2.799 1.957 -2.643  -0.01
12 C 1.486 2.398 -2.999  -0.05
13 C 0.424 2.209 -2.154  -0.11
14 N 0.617 1.620 -0.941  -0.05
15 C 1.823 1.270 -0.510  -0.19
16 H 3.013 -0.134 4.506  0.08
17 H 0.625 -0.622 3.326  0.05
18 H 4.706 -0.397 2.811  0.10
19 H 5.398 -0.170 0.456  0.09
20 H 5.032 0.815 -1.782  0.08
21 H 3.605 2.125 -3.317  0.10
22 H 1.326 2.935 -3.980  0.12
23 H -0.552 2.605 -2.303  0.11
24 S 0.752 1.658 4.166  0.46
25 As -1.437 1.781 3.463  -0.26
26 S -2.152 -0.279 2.964  -0.09
27 S -1.526 2.703 1.410  -0.11
28 S -2.281 2.699 5.229  -0.21
29 F -4.108 -4.411 -1.235  0.08
30 C -3.954 -3.093 -0.822  -0.53
31 F -5.208 -2.569 -0.858  0.13
32 F -3.472 -3.122 0.470  0.09
33 S -2.748 -2.061 -1.882  0.71
34 O -2.633 -0.898 -0.891  -0.48
35 O -3.447 -1.783 -3.111  -0.24
36 N -1.500 -3.029 -2.054  -0.29
37 S -0.069 -2.688 -1.508  0.61
38 O 0.930 -3.431 -2.243  -0.25
39 O 0.253 -1.313 -1.262  -0.37
40 C -0.203 -3.366 0.243  -0.57
41 F 1.025 -3.538 0.709  0.15
42 F -0.807 -2.340 1.053  -0.07
43 F -0.838 -4.492 0.525  0.17
44 F -5.393 3.785 -2.528  -0.10
45 C -5.211 3.272 -1.254  -0.65
46 F -6.450 3.366 -0.645  -0.09
47 F -4.978 1.965 -1.334  -0.05

Results
HOMO energy (alpha / beta) in eV: 0.07 / 0.07
Orbital gap (alpha / beta) in eV: 3.4 / 3.5
Net charge: -2
Spin multiplicity: 6
M in g mol⁻¹: 882.91
Total energy in eV: -196559.0413
Relative energy (zero: lowest compared OMol25 entry of this formula, charge and spin) in eV: 2.225

# 2
C16AlB4O32 | ωB97M-V/def2-TZVPD

Each line ends with the Löwdin charge.
Positions of all 53 atoms, in Å:
1 Al -8.857 -6.647 -8.929  1.45
2 O -1.930 -6.969 -2.969  0.09
3 C -3.129 -6.549 -3.223  -0.24
4 O -3.540 -5.978 -4.371  0.24
5 B -4.898 -5.473 -4.182  -0.84
6 O -5.275 -5.779 -2.786  0.25
7 C -4.313 -6.434 -2.208  -0.38
8 O -4.218 -6.754 -1.033  0.17
9 O -5.882 -6.064 -5.174  0.25
10 C -6.473 -5.164 -5.886  -0.34
11 O -7.254 -5.383 -6.840  0.03
12 C -5.957 -3.829 -5.418  -0.32
13 O -4.992 -4.055 -4.502  0.26
14 O -6.374 -2.794 -5.926  0.17
15 O -13.195 -3.779 -15.386  0.19
16 C -12.062 -3.802 -14.973  -0.40
17 O -11.665 -4.373 -13.889  0.27
18 B -10.208 -4.339 -13.898  -0.87
19 O -9.778 -3.681 -15.155  0.28
20 C -10.846 -3.442 -15.823  -0.38
21 O -11.024 -2.855 -16.896  0.14
22 O -9.865 -3.648 -12.677  0.33
23 C -9.256 -4.447 -11.908  -0.32
24 O -8.851 -4.245 -10.708  0.04
25 C -9.110 -5.796 -12.629  -0.30
26 O -9.618 -5.690 -13.832  0.30
27 O -8.557 -6.794 -12.085  0.08
28 O -9.429 -9.327 -10.012  0.15
29 C -10.199 -9.605 -10.874  -0.39
30 O -11.258 -8.972 -11.182  0.28
31 B -11.830 -9.373 -12.479  -0.80
32 O -10.921 -10.520 -12.821  0.27
33 C -10.007 -10.705 -11.943  -0.33
34 O -9.027 -11.470 -12.062  0.16
35 O -11.902 -8.244 -13.441  0.24
36 C -13.157 -7.908 -13.633  -0.33
37 O -13.631 -6.839 -14.086  0.14
38 C -14.029 -8.865 -12.805  -0.29
39 O -13.217 -9.826 -12.263  0.21
40 O -15.277 -8.953 -12.764  0.12
41 O -5.223 -9.702 -1.513  0.18
42 C -5.505 -9.967 -2.657  -0.37
43 O -5.997 -9.098 -3.536  0.23
44 B -6.484 -9.744 -4.759  -0.86
45 O -6.084 -11.158 -4.543  0.19
46 C -5.619 -11.356 -3.247  -0.29
47 O -5.491 -12.428 -2.654  0.14
48 O -5.785 -9.154 -5.904  0.31
49 C -6.640 -8.690 -6.748  -0.32
50 O -6.475 -8.051 -7.810  0.10
51 C -8.013 -9.069 -6.201  -0.36
52 O -7.926 -9.591 -5.021  0.32
53 O -9.007 -8.803 -6.838  0.12

Results
HOMO energy in eV: -8.37
Orbital gap in eV: 1.7
Net charge: -1
M in g mol⁻¹: 774.37
Total energy in eV: -91428.4779
Relative energy (zero: lowest compared OMol25 entry of this formula, charge and spin) in eV: 1.223

Which of these has the highest M?
C15H8AsF9N3O4S6Sm